Molecular formula: C21H54N5O8PSSi2
Method: DFT, ωB97M-V/def2-TZVPD

Computed properties:
**2S+1**: 1
**Charge**: 0
**Calculated total energy**: -82358.056 eV

Geometry (Å):
C: -0.211 -1.833 -0.045
C: -0.282 -2.378 1.525
C: -1.596 -3.413 1.553
C: -0.422 -1.162 2.632
C: 0.377 0.213 2.240
Si: -0.710 1.608 1.481
O: -2.271 1.846 2.251
Si: -3.562 0.975 1.438
C: -4.901 0.576 2.772
O: -5.126 -0.888 2.976
O: -5.226 -1.469 1.806
P: -4.329 1.925 -0.387
S: -3.263 1.465 -1.994
H: -1.200 -1.178 -0.182
H: 0.683 -1.093 -0.222
H: -0.288 -2.690 -0.841
H: 0.694 -3.009 1.696
H: -2.343 -3.173 2.429
H: -2.162 -3.325 0.506
H: -1.174 -4.508 1.622
H: -1.554 -1.020 2.907
H: 0.097 -1.575 3.625
H: 1.313 -0.058 1.590
H: 0.811 0.648 3.264
H: 0.054 2.866 1.640
H: -0.921 1.471 0.025
H: -2.993 -0.330 1.022
H: -4.484 0.965 3.821
H: -5.904 1.172 2.599
H: -4.829 -2.401 1.854
H: -4.388 3.369 -0.340
H: -5.660 1.366 -0.660
C: 0.419 -3.122 -3.737
O: 0.983 -2.828 -2.690
N: -0.059 -2.224 -4.667
C: -0.717 -2.654 -5.884
C: 0.100 -0.806 -4.422
H: 0.246 -4.173 -4.022
H: -0.153 -2.276 -6.742
H: -1.731 -2.245 -5.901
H: -0.768 -3.744 -5.940
H: 1.166 -0.579 -4.322
H: -0.404 -0.548 -3.486
H: -0.326 -0.222 -5.242
C: -0.022 3.160 -2.130
O: 0.083 2.080 -2.696
N: 0.712 4.291 -2.422
C: 0.527 5.534 -1.704
C: 1.700 4.234 -3.479
H: -0.744 3.314 -1.311
H: 0.231 6.312 -2.414
H: 1.472 5.812 -1.228
H: -0.246 5.436 -0.937
H: 1.204 3.962 -4.416
H: 2.438 3.464 -3.235
H: 2.199 5.200 -3.594
C: 3.405 -1.353 4.271
O: 2.898 -1.565 3.176
N: 4.034 -0.185 4.648
C: 4.609 -0.012 5.965
C: 4.123 0.904 3.697
H: 3.393 -2.114 5.068
H: 4.122 0.836 6.455
H: 5.679 0.189 5.860
H: 4.471 -0.908 6.576
H: 3.112 1.202 3.402
H: 4.662 0.559 2.810
H: 4.646 1.758 4.136
C: 0.651 -2.013 7.099
O: 1.830 -2.170 7.392
N: -0.315 -2.997 7.118
C: -1.691 -2.731 6.756
C: 0.058 -4.340 7.511
H: 0.261 -1.031 6.786
H: -2.333 -2.967 7.610
H: -1.962 -3.364 5.906
H: -1.831 -1.682 6.482
H: 0.464 -4.314 8.527
H: 0.832 -4.708 6.832
H: -0.808 -5.007 7.478
C: 2.099 3.114 -7.695
O: 2.161 3.411 -6.508
N: 1.197 2.234 -8.252
C: 1.188 1.935 -9.669
C: 0.225 1.586 -7.395
H: 2.791 3.549 -8.434
H: 0.214 2.210 -10.082
H: 1.356 0.863 -9.805
H: 1.970 2.490 -10.193
H: -0.383 2.352 -6.904
H: 0.754 1.012 -6.628
H: -0.419 0.920 -7.975

---

Molecular formula: C5H11O2
Method: DFT, ωB97M-V/def2-TZVPD

Computed properties:
**Energy relative to the best compared isomer or geometry (same formula, charge and spin)**: 1.523 eV
**2S+1**: 1
**Charge**: -1
**Calculated total energy**: -9458.506 eV

Geometry (Å):
C: 1.994 -0.240 0.733
C: 2.168 0.387 -0.642
C: 3.285 -0.924 1.161
H: 1.763 0.587 1.537
H: 0.981 -0.898 0.852
H: 2.769 1.283 -0.736
H: 1.201 0.826 -1.046
H: 4.284 -0.452 0.860
H: 3.277 -0.892 2.224
H: 2.417 -0.436 -1.353
H: 3.206 -1.957 0.814
C: -2.039 -1.112 -0.075
C: -2.091 0.340 -0.360
O: -2.125 1.220 0.562
O: -2.123 0.716 -1.556
H: -2.527 -1.757 -0.681
H: -2.266 -1.183 0.929
H: -1.021 -1.315 -0.345

---

Molecular formula: C18H53NO15
Method: DFT, ωB97M-V/def2-TZVPD

Computed properties:
**Energy relative to the best compared isomer or geometry (same formula, charge and spin)**: 2.132 eV
**2S+1**: 1
**Charge**: 0
**Structure (SMILES)**: COC[C@H](C)N.OCCO.OCCO.OCCO.OCCO.OCCO.OCCO.OCCO
**Calculated total energy**: -51722.681 eV

Geometry (Å):
C: 0.673 -0.978 -1.930
O: 0.194 0.358 -1.878
C: -0.065 0.786 -0.552
C: -0.643 2.211 -0.405
C: 0.273 3.351 -0.840
N: -0.985 2.504 1.002
H: 1.470 -0.964 -2.674
H: -0.166 -1.633 -2.167
H: 1.134 -1.388 -1.026
H: -0.677 0.077 0.009
H: 0.956 0.959 -0.168
H: -1.545 2.329 -1.014
H: -0.074 4.348 -0.566
H: 0.452 3.418 -1.916
H: 1.254 3.233 -0.363
H: -1.100 1.655 1.556
H: -0.109 2.850 1.400
O: 3.832 2.377 0.302
C: 3.860 1.049 0.824
C: 5.155 0.780 1.571
O: 5.133 1.204 2.922
H: 3.905 2.334 -0.655
H: 3.017 0.866 1.500
H: 3.613 0.373 0.000
H: 6.001 1.182 1.003
H: 5.369 -0.290 1.637
H: 4.999 2.160 2.926
O: 1.367 2.975 3.162
C: 1.395 2.183 4.367
C: 1.237 3.094 5.586
O: 2.219 4.108 5.619
H: 2.271 3.013 2.849
H: 0.795 1.277 4.403
H: 2.448 1.865 4.389
H: 1.266 2.456 6.470
H: 0.238 3.549 5.565
H: 2.233 4.442 4.710
O: -0.790 1.218 -4.649
C: 0.266 1.533 -5.537
C: 1.344 2.285 -4.776
O: 1.864 1.585 -3.656
H: -1.491 0.731 -5.116
H: 0.712 0.623 -5.947
H: -0.090 2.238 -6.295
H: 0.965 3.291 -4.577
H: 2.232 2.360 -5.403
H: 1.136 1.356 -3.038
O: -2.786 0.294 -2.863
C: -2.524 -1.052 -3.222
C: -3.271 -1.555 -4.449
O: -3.006 -0.576 -5.480
H: -2.166 0.822 -3.405
H: -1.462 -1.172 -3.457
H: -2.780 -1.650 -2.344
H: -4.338 -1.688 -4.258
H: -2.863 -2.513 -4.782
H: -3.404 -0.926 -6.284
O: -0.388 -4.388 3.192
C: 0.763 -4.020 2.468
C: 0.543 -2.790 1.559
O: -0.282 -3.175 0.474
H: -0.132 -5.048 3.842
H: 1.605 -3.716 3.120
H: 1.220 -4.874 1.952
H: 1.565 -2.773 1.166
H: 0.279 -1.942 2.186
H: -1.202 -2.933 0.633
O: -1.051 -5.802 -0.947
C: -1.877 -4.949 -1.770
C: -1.936 -5.516 -3.159
O: -2.370 -6.857 -3.259
H: -0.942 -5.144 -0.246
H: -2.821 -4.706 -1.269
H: -1.382 -3.972 -1.873
H: -0.907 -5.474 -3.534
H: -2.519 -4.871 -3.816
H: -1.742 -7.418 -2.795
O: -2.906 1.050 3.136
C: -2.475 2.322 3.692
C: -2.487 2.136 5.179
O: -1.498 1.225 5.721
H: -3.771 1.220 2.755
H: -1.490 2.596 3.330
H: -3.162 3.117 3.403
H: -3.452 1.925 5.658
H: -2.211 3.047 5.737
H: -1.915 0.410 5.387

---

Molecular formula: C29H55BCl17F5O6PS
Method: DFT, ωB97M-V/def2-TZVPD

Computed properties:
**Energy relative to the best compared isomer or geometry (same formula, charge and spin)**: 1.183 eV
**2S+1**: 1
**Charge**: -1
**Calculated total energy**: -290523.850 eV

Geometry (Å):
O: -4.789 -0.012 0.677
B: -4.697 -0.523 -0.613
O: -5.777 -0.310 -1.459
O: -3.591 -1.204 -1.134
C: -3.506 -2.600 -0.720
C: -4.624 -3.557 -1.168
C: -4.607 -4.829 -0.215
C: -5.231 -4.576 1.165
O: -5.890 -5.373 0.084
O: -3.222 -2.551 0.639
P: -1.613 -3.097 1.066
S: 0.300 -4.071 1.550
C: -1.226 -1.384 1.803
C: 0.263 -1.045 2.052
C: 0.327 0.469 2.458
Cl: 0.069 1.574 1.066
O: -1.025 -2.735 -0.531
C: -2.104 -3.053 -1.370
C: -1.944 -2.796 -2.878
C: -1.457 -1.348 -3.212
C: -2.551 -0.698 -4.117
C: -2.174 0.697 -4.612
F: -2.935 0.999 -5.709
F: -0.883 0.743 -5.035
C: -2.340 1.834 -3.558
F: -2.564 3.015 -4.135
F: -1.214 1.916 -2.852
F: -3.331 1.612 -2.702
H: -4.276 0.809 0.664
H: -5.745 -0.961 -2.170
H: -4.459 -4.011 -2.154
H: -5.648 -3.184 -1.015
H: -3.739 -5.490 -0.260
H: -5.022 -5.266 1.976
H: -5.619 -3.565 1.262
H: -2.164 -3.407 2.383
H: -2.097 -4.420 0.736
H: 0.703 -4.711 0.424
H: -1.619 -0.635 1.091
H: -1.785 -1.267 2.744
H: 0.849 -1.172 1.135
H: 0.692 -1.574 2.917
H: -0.440 0.654 3.226
H: 1.294 0.620 2.964
H: -2.143 -4.186 -1.346
H: -2.934 -2.962 -3.335
H: -1.201 -3.506 -3.265
H: -1.456 -0.770 -2.279
H: -0.505 -1.312 -3.750
H: -2.764 -1.312 -5.006
H: -3.490 -0.626 -3.548
Cl: -3.286 3.637 0.793
C: -2.388 5.170 0.751
C: -1.801 5.521 2.095
Cl: -3.060 5.952 3.289
H: -3.057 5.949 0.387
H: -1.586 5.043 0.026
H: -1.148 6.387 2.000
H: -1.216 4.698 2.504
Cl: 0.336 4.380 -2.040
C: 1.262 5.899 -2.097
C: 1.858 6.252 -0.758
Cl: 0.606 6.702 0.434
H: 0.600 6.683 -2.460
H: 2.059 5.758 -2.827
H: 2.520 7.112 -0.863
H: 2.434 5.426 -0.345
Cl: -1.992 -6.587 -5.517
C: -2.366 -7.741 -4.209
C: -3.137 -7.097 -3.082
Cl: -2.148 -5.921 -2.171
H: -1.426 -8.167 -3.862
H: -2.960 -8.540 -4.654
H: -3.456 -7.860 -2.371
H: -4.023 -6.579 -3.446
Cl: 3.065 2.879 1.499
C: 4.407 3.730 2.313
C: 4.715 5.054 1.664
Cl: 5.424 4.867 0.032
H: 5.274 3.071 2.313
H: 4.100 3.893 3.353
H: 5.446 5.599 2.264
H: 3.822 5.669 1.571
Cl: 0.176 3.656 5.677
C: -1.188 4.712 6.128
C: -0.859 5.595 7.306
Cl: -0.686 4.669 8.821
H: -2.050 4.081 6.330
H: -1.412 5.327 5.259
H: -1.664 6.311 7.464
H: 0.064 6.148 7.144
Cl: 10.644 1.575 1.012
C: 9.116 1.333 0.124
C: 8.115 2.427 0.401
Cl: 7.501 2.369 2.073
H: 8.722 0.355 0.392
H: 9.365 1.324 -0.936
H: 7.253 2.314 -0.255
H: 8.543 3.413 0.235
Cl: -1.123 -10.146 -7.173
C: 0.644 -10.142 -6.943
C: 1.027 -10.167 -5.484
Cl: 0.611 -8.646 -4.658
H: 1.049 -9.267 -7.446
H: 1.030 -11.032 -7.439
H: 2.104 -10.297 -5.386
H: 0.537 -10.983 -4.956
Cl: 4.731 3.981 5.230
C: 6.028 4.804 6.140
C: 6.394 6.135 5.536
Cl: 7.204 5.959 3.958
H: 6.885 4.136 6.181
H: 5.657 4.949 7.154
H: 7.089 6.656 6.193
H: 5.517 6.766 5.397

---

Question: Look up the 2S+1 of the third one.
Answer: 1